(1)
# C3H11N3

A cluster of 2 separate species, C3H11N3 in total at a distorted geometry (the ωB97M-V functional and the def2-TZVPD basis, the OMol25 dataset).

Element x y z (Å)
C1 1.78592 -0.88250 -0.53593
C2 0.77375 1.19975 0.46533
C3 0.51843 0.10685 -0.52514
N1 -0.68115 -1.23262 0.88654
N2 -2.53512 0.96910 -0.46878
N3 -0.71850 -0.68242 -0.30367
H1 1.84913 -1.16030 -1.62368
H2 2.53517 -0.16747 -0.24182
H3 1.51490 -1.74210 0.16018
H4 1.59156 1.97119 -0.06249
H5 1.28642 0.95134 1.50904
H6 -0.15990 1.79840 0.58175
H7 0.39664 0.45288 -1.47191
H8 -0.84807 -0.68901 1.74632
H9 -1.24429 -2.08888 0.90598
H10 -2.95340 0.66086 -1.32959
H11 -3.11150 0.53493 0.30786

## Properties
Orbital gap (spin up / spin down) = 0.2964 / 0.3638 Eh
HOMO level (spin up / spin down) = -7.9 / -9.2 eV
DFT total energy = -284.97556 hartree
Energy relative to the best compared isomer or geometry (same formula, charge and spin) = 531.1 kJ/mol
E_LUMO (spin up / spin down) = 0.14 / 0.66 eV

Atom charges from the Mulliken analysis, given in e for atoms 1 to 8: -1.01, -1.40, 0.53, -0.40, -0.49, -0.37, 0.26, 0.31


(2)
# C9H11BN2O2

The molecule C9H11BN2O2 at a distorted geometry (the ωB97M-V functional and the def2-TZVPD basis, the OMol25 dataset).

Element x y z (Å)
C1 -1.60018 -1.84832 -1.16125
C2 -0.61835 -1.16172 -0.20972
C3 0.21162 -1.97862 0.49932
C4 1.47665 -1.53171 0.97460
C5 1.72492 -0.21893 0.99134
N1 2.96561 0.32884 0.49289
N2 2.91132 0.76742 -0.81458
C6 1.80752 1.22514 -1.31257
C7 0.53335 1.24576 -0.61791
C8 0.61979 0.81681 0.84158
C9 -0.55905 0.36899 0.09006
B1 -1.86699 1.02112 0.50684
O1 -3.06220 0.44550 0.76500
O2 -1.79629 2.40862 0.67758
H1 -2.69870 -1.65708 -0.95235
H2 -1.40968 -2.92767 -1.08240
H3 -1.22526 -1.29867 -2.08459
H4 0.13059 -3.06324 0.33988
H5 2.30813 -2.16001 0.94938
H6 3.83278 -0.22079 0.50899
H7 1.80928 1.80572 -2.16049
H8 0.09559 2.19734 -0.77429
H9 0.50148 1.50866 1.66193
H10 -3.46469 1.04667 1.31469
H11 -2.62723 2.88020 0.55608

## Properties
Orbital gap = 0.2916 Eh
Structure (SMILES) = CC1=CC=C2NN=C[C@@H]3[C@H]2[C@]13B(O)O
HOMO level = -7.7 eV
DFT total energy = -634.33675 hartree
Energy relative to the best compared isomer or geometry (same formula, charge and spin) = 428.6 kJ/mol
E_LUMO = 0.19 eV

Atom charges from the Mulliken analysis, given in e for atoms 1 to 8: -1.14, 0.32, -0.96, -0.42, -0.23, -0.11, -0.63, -0.56


(3)
# C35H58N4O3P2PbSi4Te

A structure of composition C35H58N4O3P2PbSi4Te at a distorted geometry (the ωB97M-V functional and the def2-TZVPD basis, the OMol25 dataset).

Element x y z (Å)
Pb1 -2.06867 0.88047 0.34650
O1 0.80355 3.10128 -0.06793
N1 1.11419 3.75341 0.97794
N2 0.17540 4.35232 1.63897
O2 -1.09264 4.29356 1.40023
C1 0.62962 5.24675 2.64699
C2 1.97860 5.60160 2.75746
C3 2.35970 6.59082 3.64425
C4 1.41492 7.22869 4.44044
C5 0.08113 6.86375 4.34011
C6 -0.31588 5.88149 3.44670
H1 2.69550 5.10970 2.11981
H2 3.40184 6.88185 3.70123
H3 1.72037 8.02527 5.10841
H4 -0.65523 7.36283 4.95828
H5 -1.35263 5.60294 3.32578
N3 -1.91424 -1.61325 4.23561
C7 -2.20921 -1.00728 3.03773
O3 -2.43567 0.19076 3.00458
C8 -2.25978 -1.94943 1.86172
C9 -2.94627 -1.35153 0.62770
H6 -1.66275 -0.99433 4.98921
H7 -1.45239 -2.50728 4.21840
H8 -2.72733 -2.87706 2.22046
H9 -1.21702 -2.18070 1.60896
H10 -4.02129 -1.28138 0.82854
H11 -2.83541 -2.06868 -0.19414
C10 -2.30900 0.57334 -4.04129
P1 -1.33920 0.58307 -2.45179
C11 -0.77293 -1.16213 -2.56305
C12 0.09904 1.55563 -3.03967
C13 1.07122 0.97971 -3.85361
C14 2.14490 1.72234 -4.31164
C15 2.25054 3.05798 -3.95840
C16 1.28854 3.64070 -3.15178
C17 0.19232 2.91819 -2.68242
P2 -1.04352 3.61317 -1.49010
C18 -0.48601 5.38451 -1.44984
C19 -2.38359 4.02714 -2.79404
H12 -1.70064 0.17063 -4.85268
H13 -2.62349 1.58238 -4.29728
H14 -3.19059 -0.05438 -3.90048
H15 -0.52790 -1.47027 -3.58128
H16 -1.59930 -1.77001 -2.19492
H17 0.08271 -1.31211 -1.90599
H18 1.01119 -0.06835 -4.12145
H19 2.90003 1.26223 -4.93813
H20 3.08969 3.64789 -4.30996
H21 1.41337 4.67707 -2.87090
H22 0.46428 5.49418 -0.92952
H23 -1.24642 5.93031 -0.89212
H24 -0.40637 5.80516 -2.45498
H25 -2.02065 4.33295 -3.78058
H26 -2.97144 4.84075 -2.36150
H27 -3.05630 3.17498 -2.89632
C20 4.92580 -1.67510 -0.96257
Si1 3.68122 -3.09511 -1.17898
C21 3.00209 -2.87745 -2.94616
C22 4.79283 -4.65100 -1.28059
Si2 1.95276 -2.93431 0.40417
Te1 1.33366 -0.59781 0.66351
Si3 0.47264 -4.68974 -0.21464
C23 -0.97251 -5.12223 0.95720
C24 -0.39853 -4.63569 -1.91245
C25 1.45455 -6.33219 -0.30420
Si4 2.83039 -3.71190 2.44154
C26 1.45824 -3.80569 3.76455
C27 3.74758 -5.38041 2.64447
C28 4.09242 -2.45785 3.11414
H28 5.66467 -1.63860 -1.76683
H29 5.46214 -1.76943 -0.01536
H30 4.39795 -0.72060 -0.94145
H31 3.76871 -2.98757 -3.71667
H32 2.56140 -1.88362 -3.04704
H33 2.21918 -3.60852 -3.15515
H34 5.63990 -4.50556 -1.95443
H35 4.23093 -5.51667 -1.63607
H36 5.19155 -4.90259 -0.29527
H37 -1.84143 -4.50058 0.74014
H38 -0.70440 -4.95160 2.00069
H39 -1.27201 -6.16876 0.86436
H40 -1.29140 -4.01320 -1.86516
H41 -0.70077 -5.63155 -2.24430
H42 0.24910 -4.21493 -2.68204
H43 1.91455 -6.56512 0.65770
H44 2.25889 -6.25636 -1.03826
H45 0.83074 -7.18326 -0.58662
H46 0.73738 -4.58725 3.51561
H47 0.92146 -2.85507 3.80243
H48 1.84399 -4.01852 4.76414
H49 3.07958 -6.23063 2.49420
H50 4.18430 -5.47205 3.64129
H51 4.55672 -5.46746 1.91604
H52 3.66638 -1.45391 3.08947
H53 4.98301 -2.44439 2.48083
H54 4.40656 -2.66977 4.13873
N4 -9.12184 4.17806 -0.09501
C29 -8.09128 3.66426 -0.03478
C30 -6.82357 3.02674 0.02588
C31 -6.50252 2.01375 -0.88283
C32 -5.25916 1.40891 -0.82993
C33 -4.27417 1.77890 0.09481
C34 -4.63023 2.79503 0.99344
C35 -5.87039 3.40628 0.97745
H55 -7.23699 1.72005 -1.62479
H56 -5.04696 0.60975 -1.53520
H57 -3.89760 3.11974 1.72579
H58 -6.11646 4.18893 1.68600

## Properties
Orbital gap = 0.2103 Eh
HOMO level = -1.6 eV
DFT total energy = -4114.78355 hartree
Energy relative to the best compared isomer or geometry (same formula, charge and spin) = 301.4 kJ/mol
Net charge = -2
E_LUMO = 4.15 eV

Atom charges from the Mulliken analysis, given in e for atoms 1 to 8: 0.60, 0.04, -1.29, 1.13, -0.58, 0.02, -0.37, -0.48


(4)
# C5H11NO2

A cluster of 2 separate species, C5H11NO2 in total at a distorted geometry (the ωB97M-V functional and the def2-TZVPD basis, the OMol25 dataset).

Element x y z (Å)
C1 -0.07972 0.42390 0.71636
C2 0.67005 1.48280 1.45739
C3 -0.61790 -0.73476 1.50298
C4 1.29478 -0.40913 -1.02727
N1 -1.47270 0.06887 -1.25078
C5 -0.59537 -0.53003 -2.27055
O1 -0.79766 0.94600 -0.27795
O2 -0.89519 -1.66676 -2.61249
H1 -1.92209 -0.68737 -0.73816
H2 -0.16484 0.22971 -2.92767
H3 0.00193 1.94841 2.19453
H4 1.01370 2.25973 0.77887
H5 1.51374 1.05217 1.99350
H6 0.15485 -1.12043 2.16407
H7 -1.45523 -0.38232 2.12058
H8 -0.97670 -1.55087 0.87913
H9 0.64055 -1.06401 -0.47460
H10 2.24558 -0.92384 -1.14006
H11 1.44223 0.65794 -1.08787

## Properties
Orbital gap (spin up / spin down) = 0.2504 / 0.3050 Eh
HOMO level (spin up / spin down) = -7.2 / -7.9 eV
DFT total energy = -402.11196 hartree
Energy relative to the best compared isomer or geometry (same formula, charge and spin) = 698.9 kJ/mol
E_LUMO (spin up / spin down) = -0.36 / 0.36 eV

Atom charges from the Mulliken analysis, given in e for atoms 1 to 8: 0.80, -1.40, -1.39, -1.11, -0.23, 0.21, -0.26, -0.57